ORCA calculation (ωB97M-V with the def2-TZVPD basis set) on a cluster of 8 separate species, C14H30Br12N2O4 in total at a distorted geometry.

Last columns: bonded neighbours and bond lengths (Å).
Positions of all 62 atoms, in Å:
1 Br 3.411 5.442 0.691  C2 2.015
2 C 2.293 4.228 1.847  Br1 2.015, C3 1.524, H5 1.090, H6 1.090
3 C 3.314 3.271 2.449  C2 1.524, Br4 1.961, H7 1.090, H8 1.090
4 Br 2.431 2.038 3.694  C3 1.961
5 H 1.474 3.806 1.265  C2 1.090
6 H 1.915 4.937 2.584  C2 1.090
7 H 4.154 3.752 2.949  C3 1.090
8 H 3.762 2.656 1.669  C3 1.090
9 Br -2.536 -0.046 5.629  C10 2.015
10 C -0.845 1.047 5.560  Br9 2.015, C11 1.555, H13 1.090, H14 1.090
11 C 0.225 0.289 6.394  C10 1.555, Br12 2.007, H15 1.090, H16 1.090
12 Br -0.212 0.446 8.346  C11 2.007
13 H -1.036 1.980 6.091  C10 1.090
14 H -0.435 1.209 4.563  C10 1.090
15 H 1.240 0.680 6.322  C11 1.090
16 H 0.244 -0.754 6.075  C11 1.090
17 Br 5.831 0.064 -0.788  C18 2.024
18 C 4.423 -1.384 -0.923  Br17 2.024, C19 1.597, H21 1.090, H22 1.090
19 C 5.024 -2.645 -0.148  C18 1.597, Br20 1.975, H23 1.090, H24 1.090
20 Br 3.722 -4.123 -0.288  C19 1.975
21 H 4.264 -1.588 -1.982  C18 1.090
22 H 3.413 -1.024 -0.725  C18 1.090
23 H 5.138 -2.326 0.888  C19 1.090
24 H 5.982 -2.981 -0.545  C19 1.090
25 Br 2.375 -4.787 -6.096  C26 1.950
26 C 0.922 -4.350 -4.872  Br25 1.950, C27 1.575, H29 1.090, H30 1.090
27 C 1.462 -3.285 -3.844  C26 1.575, Br28 1.960, H31 1.090, H32 1.090
28 Br 0.231 -2.766 -2.410  C27 1.960
29 H 0.582 -5.298 -4.455  C26 1.090
30 H 0.036 -3.964 -5.376  C26 1.090
31 H 1.684 -2.371 -4.393  C27 1.090
32 H 2.423 -3.531 -3.393  C27 1.090
33 Br 1.184 1.227 -0.351  C34 1.972
34 C 0.928 -0.048 1.131  Br33 1.972, C35 1.546, H37 1.090, H38 1.090
35 C -0.449 -0.656 0.783  C34 1.546, Br36 2.043, H39 1.090, H40 1.090
36 Br -0.958 -2.152 2.078  C35 2.043
37 H 0.966 0.485 2.082  C34 1.090
38 H 1.691 -0.823 1.200  C34 1.090
39 H -0.444 -1.093 -0.216  C35 1.090
40 H -1.276 0.040 0.642  C35 1.090
41 Br -4.155 4.331 -1.980  C42 2.017
42 C -4.829 2.964 -0.659  Br41 2.017, C43 1.488, H45 1.090, H46 1.090
43 C -3.798 2.774 0.396  C42 1.488, Br44 1.996, H47 1.090, H48 1.090
44 Br -4.555 1.490 1.723  C43 1.996
45 H -5.005 2.046 -1.220  C42 1.090
46 H -5.797 3.266 -0.259  C42 1.090
47 H -3.569 3.645 1.010  C43 1.090
48 H -2.853 2.451 -0.042  C43 1.090
49 C -0.922 0.492 -3.788  N50 1.546, H53 1.090, H54 1.090, H55 1.090
50 N -1.742 1.516 -2.970  C49 1.546, O51 1.199, O52 1.188
51 O -1.637 2.667 -3.291  N50 1.199
52 O -2.246 1.134 -1.964  N50 1.188
53 H 0.066 0.214 -3.421  C49 1.090
54 H -0.917 1.036 -4.732  C49 1.090
55 H -1.561 -0.385 -3.893  C49 1.090
56 C -3.283 -1.910 -0.785  N57 1.507, H60 1.090, H61 1.090, H62 1.090
57 N -4.017 -2.567 -1.926  C56 1.507, O58 1.248, O59 1.235
58 O -5.123 -3.117 -1.747  N57 1.248
59 O -3.450 -2.500 -3.021  N57 1.235
60 H -2.213 -2.113 -0.831  C56 1.090
61 H -3.685 -2.208 0.183  C56 1.090
62 H -3.261 -0.828 -0.909  C56 1.090

Output
- 2S+1: 1
- Structure (SMILES): C[N+](=O)[O-].C[N+](=O)[O-].BrCCBr.BrCCBr.BrCCBr.BrCCBr.BrCCBr.BrCCBr
- Energy: -866678.4588 eV
- ΔE to the lowest compared entry with this formula, charge and spin: 149.56 kJ/mol
- Total charge: 0
- F_max: 3.40 eV/Å